Entry 1:
Here is a cluster of 2 separate species, C12H30BNO4P2 in total in a non-equilibrium geometry from the OMol25 dataset. Energies are from ωB97M-V/def2-TZVPD.

Cartesian coordinates (Å):
C  3.12566  -4.51911  -3.46073
C  1.83206  -3.78160  -3.12249
P  2.12241  -1.95679  -3.15302
C  0.58410  -1.15406  -2.49311
B  3.49777  -1.61715  -1.82953
N  3.94142  -2.52541  -0.82670
C  3.49094  -2.62580  0.35857
C  2.06822  -3.04610  0.67710
C  4.38374  -2.38401  1.55263
H  2.95356  -5.59553  -3.41921
H  3.90701  -4.31535  -2.72872
H  3.49725  -4.25778  -4.45030
H  1.08690  -4.00701  -3.88543
H  1.46699  -4.11038  -2.14679
H  -0.27318  -1.78821  -2.70450
H  0.65185  -0.93727  -1.42714
H  0.46010  -0.19144  -2.98413
H  4.03002  -0.54426  -1.92657
H  1.32135  -2.46124  0.14256
H  1.86884  -2.97127  1.74579
H  1.98136  -4.10167  0.41949
H  5.41525  -2.56017  1.26020
H  4.22945  -1.36320  1.90145
H  4.13963  -3.06959  2.36706
O  -1.05406  3.22656  0.95329
P  -2.30856  2.57022  1.32058
O  -2.67380  2.62781  2.86006
C  -2.79452  3.89978  3.52072
C  -4.03011  4.67069  3.10032
O  -2.17206  0.98024  1.18403
C  -0.94723  0.37969  0.76745
C  -0.06722  0.02910  1.95129
O  -3.68840  2.76574  0.58663
C  -3.74560  3.43387  -0.69595
C  -2.94430  2.70935  -1.75661
H  -1.88985  4.48534  3.34201
H  -2.83735  3.67145  4.58397
H  -3.94860  5.02379  2.07126
H  -4.16008  5.54298  3.74119
H  -4.91770  4.04208  3.16694
H  -0.42326  1.03020  0.06615
H  -1.21701  -0.52981  0.22779
H  0.01712  0.87336  2.63556
H  0.93185  -0.25566  1.61561
H  -0.49441  -0.80456  2.51071
H  -3.39887  4.46311  -0.58216
H  -4.79946  3.46834  -0.96276
H  -1.87886  2.72386  -1.52250
H  -3.08329  3.18979  -2.72509
H  -3.25704  1.66706  -1.82698

E_LUMO (eV): 0.50
SMILES: CCOP(=O)(OCC)OCC.CCP(C)BN=C(C)C
Highest occupied orbital energy (eV): -7.3
Orbital gap (eV): 7.8
E (eV): -41866.28612

=====

Entry 2:
Here is a structure of composition C21H26N2O5 in a non-equilibrium geometry from the OMol25 dataset. Energies are from ωB97M-V/def2-TZVPD.

Cartesian coordinates (Å):
C  -4.84507  -3.78342  -1.96207
O  -5.21882  -2.88647  -1.09172
C  -4.18239  -2.06518  -0.47848
C  -4.91634  -1.26677  0.56063
H  -5.65368  -0.75404  -0.06948
H  -5.59127  -1.93378  1.34266
C  -4.00330  -0.56953  1.52886
N  -3.09906  0.38163  0.35546
C  -1.83872  0.03441  0.24678
O  -1.26875  -1.01776  0.88576
C  -0.94178  1.01821  -0.50487
N  -1.10465  2.18147  -0.94371
O  0.10977  2.24516  -1.68291
C  0.90586  1.44114  -1.66925
C  0.31570  0.27698  -1.18401
H  0.62326  -0.73616  -0.82347
C  2.18989  1.34027  -2.43018
O  3.07605  0.48082  -2.06602
C  3.75440  0.64886  -0.95365
C  3.32107  1.51341  0.22206
C  3.92125  1.36057  1.25130
C  4.75676  0.45534  1.76527
C  5.18010  -0.45563  0.67312
C  4.50703  -0.41688  -0.45079
H  4.80602  -1.01279  -1.63737
C  6.23976  -1.65975  0.80128
O  6.50297  -2.57814  -0.11014
C  6.73371  -1.72039  2.17376
H  7.20217  -1.05086  2.61527
H  5.91395  -2.05141  2.98265
H  7.34503  -2.65173  2.16952
H  5.30535  0.28504  2.45576
H  3.75775  2.12858  2.12716
H  2.62267  2.13725  -0.08335
H  2.50806  2.45764  -2.35237
H  1.99649  1.54460  -3.51105
C  -3.70629  1.50192  -0.30407
H  -3.02402  2.04947  -0.49300
C  -4.29764  2.47397  0.96340
C  -5.35290  1.79497  1.95074
C  -4.44073  0.37917  2.60689
H  -5.34647  -0.06188  3.29311
H  -3.81109  0.76318  3.12336
H  -6.15882  1.20378  1.31148
H  -5.69346  2.37527  2.58917
H  -4.63011  3.20610  0.45981
H  -3.36299  2.71084  1.57538
H  -4.42783  0.98585  -0.71460
H  -3.21078  -1.07046  1.73336
H  -3.76460  -2.77932  0.08287
H  -3.75174  -1.52220  -1.24463
H  -5.74322  -4.23955  -2.51634
H  -4.04092  -4.46645  -1.69353
H  -4.28356  -3.35088  -2.74880

E_LUMO (eV): -0.18
Highest occupied orbital energy (eV): -8.7
Orbital gap (eV): 8.5
E (eV): -35394.84906

=====

Entry 3:
Here is the ion C30H27N2O with charge +1 in a non-equilibrium geometry from the OMol25 dataset. Energies are from ωB97M-V/def2-TZVPD.

Cartesian coordinates (Å):
C  -0.12594  -1.88450  3.05788
C  0.38680  -2.02761  1.68195
N  0.75617  -3.25979  1.21819
C  0.61399  -4.49212  1.96925
C  1.26983  -3.15957  -0.07054
C  1.18107  -1.78398  -0.45446
C  1.76242  -1.40281  -1.66723
C  2.57383  -2.32416  -2.34206
C  2.72814  -3.64281  -1.87983
C  2.00994  -4.10607  -0.76480
C  0.61107  -1.08330  0.67491
C  0.30150  0.37986  0.76963
C  1.49881  1.27379  0.36102
C  2.78958  0.75924  0.20942
C  3.79668  1.54617  -0.36465
C  3.53120  2.87938  -0.69440
C  2.29313  3.44083  -0.37269
C  1.33763  2.65815  0.27578
H  -0.08806  -0.82983  3.35224
H  -1.16446  -2.23979  3.16537
H  0.50713  -2.46372  3.74756
H  1.08940  -5.30169  1.41221
H  1.08840  -4.41761  2.95268
H  -0.44221  -4.74676  2.12911
H  1.58630  -0.39176  -2.04222
H  3.12098  -1.99775  -3.22782
H  3.40379  -4.32112  -2.39738
H  2.03587  -5.14639  -0.41670
H  0.09342  0.62392  1.82521
H  3.01945  -0.25560  0.53807
H  4.76881  1.09565  -0.57253
H  4.30607  3.48832  -1.16407
H  2.06489  4.48681  -0.60641
H  0.49052  3.14538  0.76357
C  -1.48775  4.59360  -3.37430
C  -1.20038  5.13607  -2.11102
C  -1.27183  4.33587  -0.97224
C  -1.49415  2.95684  -1.10593
C  -1.46428  2.10266  0.12635
C  -0.97553  0.66337  0.02583
N  -2.10959  -0.15949  0.62797
C  -2.42971  0.01750  1.93981
C  -3.36447  -0.79242  2.56813
C  -3.85026  -1.92414  1.91016
C  -3.36678  -2.18417  0.61888
C  -2.50172  -1.30087  -0.00292
O  -1.86348  2.57493  1.18518
C  -1.75490  2.40149  -2.36743
C  -1.79313  3.23169  -3.49048
H  -1.44519  5.22409  -4.26673
H  -0.92980  6.18879  -2.01454
H  -1.13836  4.75144  0.02597
H  -0.86046  0.35295  -1.02223
H  -1.94551  0.84897  2.44768
H  -3.66365  -0.50472  3.57787
H  -4.55528  -2.59160  2.40921
H  -3.66337  -3.08214  0.07520
H  -2.06147  -1.47087  -0.98053
H  -1.95293  1.33563  -2.43927
H  -2.05221  2.79579  -4.45685

E_LUMO (eV): -4.02
SMILES: Cc1c([C@@H](c2ccccc2)[C@H](C(=O)c2ccccc2)[n+]2ccccc2)c2ccccc2n1C
Highest occupied orbital energy (eV): -10.4
Total charge: +1
Orbital gap (eV): 6.4
E (eV): -36569.74857

=====

Entry 4:
Here is a structure of composition C23H32CrF6N6O11P2S3Se in a non-equilibrium geometry from the OMol25 dataset. Energies are from ωB97M-V/def2-TZVPD.

Cartesian coordinates (Å):
Cr  0.83099  0.74667  -1.57295
S  3.63888  -2.70811  -1.15089
C  3.65459  -1.92073  0.39974
C  4.33573  -2.29175  1.55583
C  4.14131  -1.53594  2.69651
C  3.27398  -0.43619  2.68328
C  2.61139  -0.06663  1.53196
C  2.81262  -0.81102  0.37239
N  2.19962  -0.60274  -0.86996
C  2.49242  -1.54725  -1.72118
C  1.70321  -1.62430  -2.94058
C  1.88825  -2.56887  -3.95079
C  1.01217  -2.58010  -5.01603
C  -0.04239  -1.66040  -5.05455
C  -0.21919  -0.72820  -4.05015
C  0.66042  -0.68951  -2.95896
H  4.98913  -3.15669  1.56140
H  4.66700  -1.79641  3.60813
H  3.13485  0.15192  3.58306
H  1.95254  0.79038  1.51073
H  2.70407  -3.28413  -3.89178
H  1.14008  -3.29603  -5.81886
H  -0.72330  -1.66740  -5.90016
H  -1.03020  -0.01250  -4.11770
C  -0.46317  -2.55936  2.12624
N  -0.84305  -3.12591  0.83218
C  0.25810  -3.84101  0.17468
P  -1.94486  -2.40867  -0.16609
O  -1.52231  -2.23679  -1.56324
O  -2.36120  -1.07134  0.61314
P  -1.60409  0.40950  0.68906
O  -0.23848  0.16933  0.10873
N  -1.60894  0.60926  2.30517
C  -0.48930  1.07920  3.12114
C  -2.87985  0.51895  3.02059
N  -2.76699  1.30029  0.00623
C  -3.09370  1.04918  -1.41244
C  -3.07579  2.65975  0.46330
N  -3.32725  -3.31450  -0.07679
C  -3.87753  -3.66047  1.22446
C  -4.33451  -3.10137  -1.11335
H  -0.19754  -3.36889  2.81087
H  -1.28684  -1.99841  2.56039
H  0.39967  -1.88858  2.03232
H  0.41876  -4.81017  0.65490
H  1.18451  -3.26173  0.24178
H  0.02830  -4.00281  -0.87677
H  0.32434  1.43931  2.51770
H  -0.12890  0.26944  3.76469
H  -0.81399  1.90937  3.75080
H  -3.67272  0.17871  2.35931
H  -3.15952  1.48931  3.43962
H  -2.78860  -0.19519  3.84494
H  -2.69811  0.08489  -1.73687
H  -2.65004  1.81461  -2.04418
H  -4.18024  1.04526  -1.52649
H  -2.63732  2.84736  1.43841
H  -4.16183  2.76310  0.53318
H  -2.67911  3.40299  -0.23001
H  -3.06963  -3.80918  1.94199
H  -4.43971  -4.59438  1.14787
H  -4.55316  -2.88277  1.60574
H  -3.84356  -2.83033  -2.04500
H  -5.04537  -2.30983  -0.83864
H  -4.89479  -4.02656  -1.26910
O  -0.57119  1.98826  -2.19624
Se  0.43589  2.64383  -3.42099
O  0.73358  4.21688  -3.18166
O  1.75631  1.60704  -3.08080
O  -0.19502  2.31168  -4.87780
F  1.41069  5.87047  -1.07360
C  0.60578  5.41220  -0.16179
F  -0.65518  5.45425  -0.60897
F  0.67073  6.17012  0.94146
S  0.88918  3.62461  0.40108
O  1.60658  2.87000  -0.62842
O  -0.46068  3.22519  0.69235
N  1.70417  3.66955  1.79153
S  3.21379  4.22210  1.75548
O  3.65611  4.51045  3.08571
O  3.40215  5.20327  0.72116
C  4.41420  2.87168  1.29236
F  5.53059  3.49008  0.88603
F  4.70917  2.16028  2.39479
F  4.03331  2.03243  0.34935

E_LUMO (alpha / beta) (eV): 2.06 / 2.06
Spin multiplicity: 2
<S²>: 0.76
Highest occupied orbital energy (alpha / beta) (eV): -6.1 / -5.5
Total charge: -1
Orbital gap (alpha / beta) (eV): 8.1 / 7.6
E (eV): -216994.17263

=====

- E of number 4 (C23H32CrF6N6O11P2S3Se)?
  -216994.17263 eV